(1)
{
  "formula": "C3H7NOS2",
  "method": "the ωB97M-V functional and the def2-TZVPD basis",
  "largest_force_ev_per_a": 3.34,
  "smiles": "COCS/C=N/S",
  "multiplicity": 1,
  "gap_ev": 9.10,
  "de_lowest_kcal_mol": 63.4,
  "homo_energy_ev": -8.37,
  "species": ["C", "O", "C", "S", "C", "N", "S", "H", "H", "H", "H", "H", "H", "H"],
  "positions_angstrom": [[-2.35098, -1.03137, -0.13926], [-1.20673, -0.30126, -0.54145], [-0.98577, 0.73812, 0.27781], [0.45097, 1.75925, -0.21895], [1.64717, 0.50182, -0.34074], [2.89267, 0.75584, -0.34513], [4.07240, -0.49769, -0.05425], [-2.42590, -1.91017, -0.81907], [-2.25498, -1.34628, 0.91184], [-3.27425, -0.48367, -0.21060], [-1.84555, 1.49643, 0.33578], [-0.78881, 0.40787, 1.34437], [1.11207, -0.49292, -0.40757], [4.95770, 0.40405, 0.20722]],
  "lowdin_charge": [-0.0915, -0.2466, -0.5944, 0.9276, -0.6519, -0.4347, 0.6934, 0.1071, 0.0946, 0.0802, 0.1101, 0.1057, 0.0918, -0.1914]
}

***

(2)
{
  "formula": "C10H16O",
  "method": "the ωB97M-V functional and the def2-TZVPD basis",
  "largest_force_ev_per_a": 4.66,
  "smiles": "CCc1ccc(O)cc1.CC",
  "multiplicity": 1,
  "gap_ev": 9.46,
  "de_lowest_kcal_mol": 58.8,
  "homo_energy_ev": -8.70,
  "species": ["C", "C", "C", "C", "C", "C", "O", "C", "C", "H", "H", "H", "H", "H", "H", "H", "H", "H", "H", "C", "C", "H", "H", "H", "H", "H", "H"],
  "positions_angstrom": [[2.29494, -0.36976, -2.80462], [1.84926, -0.95990, -1.48712], [0.26352, -0.90564, -1.14409], [-0.09232, 0.28060, -0.57843], [-1.39331, 0.60063, -0.21622], [-2.36551, -0.41372, -0.27417], [-3.67107, -0.17734, 0.16314], [-1.98040, -1.60388, -0.88319], [-0.71098, -1.94497, -1.25094], [3.21800, 0.19687, -2.72189], [1.50393, 0.20906, -3.36180], [2.37385, -1.08124, -3.48838], [2.13329, -2.05998, -1.53895], [2.38064, -0.48426, -0.58758], [0.60018, 1.08177, -0.41035], [-1.67905, 1.54006, 0.22903], [-3.56854, 0.09870, 1.13297], [-2.89046, -2.26272, -1.06095], [-0.58640, -2.88270, -1.60620], [-0.11100, 1.96732, 2.45279], [0.69266, 0.83387, 2.99007], [-1.20394, 1.83499, 2.47598], [0.08190, 2.92198, 2.95581], [0.10133, 2.15573, 1.36152], [0.24720, -0.15193, 3.08627], [1.67238, 0.58915, 2.45830], [0.83990, 0.98730, 4.10900]],
  "lowdin_charge": [-0.1186, -0.1852, -0.1791, -0.0917, -0.0243, -0.3135, -0.0022, -0.0437, -0.0207, 0.0752, 0.1000, 0.0068, 0.1129, 0.1165, 0.1031, 0.0993, 0.1399, 0.1411, 0.0727, -0.1975, -0.1889, 0.0621, 0.0674, 0.0518, 0.0507, 0.0859, 0.0802]
}

***

(3)
{
  "formula": "C39H49AuN3OPSSi3",
  "method": "the ωB97M-V functional and the def2-TZVPD basis",
  "largest_force_ev_per_a": 0.76,
  "multiplicity": 1,
  "gap_ev": 6.33,
  "charge": 2,
  "de_lowest_kcal_mol": 0.0,
  "homo_energy_ev": -13.64,
  "species": ["Au", "C", "Si", "C", "C", "C", "Si", "C", "C", "C", "Si", "C", "C", "C", "C", "C", "C", "C", "N", "H", "H", "H", "H", "H", "H", "H", "H", "H", "H", "H", "H", "H", "H", "H", "H", "H", "H", "H", "H", "H", "H", "H", "H", "H", "H", "H", "H", "O", "P", "C", "C", "C", "C", "C", "C", "C", "C", "C", "C", "C", "C", "C", "C", "C", "C", "C", "C", "H", "H", "H", "H", "H", "H", "H", "H", "H", "H", "H", "H", "H", "H", "H", "N", "C", "N", "C", "C", "C", "C", "C", "C", "S", "H", "H", "H", "H", "H", "H"],
  "positions_angstrom": [[-0.36934, 0.07505, -0.66352], [-1.91357, -2.37345, 1.21175], [-2.61480, -2.21666, -0.51763], [-4.15463, -1.16835, -0.48420], [-3.05796, -3.91305, -1.18418], [-1.31054, -1.56385, -1.78008], [-2.02804, -0.84561, -3.42186], [-2.99612, -2.21263, -4.25933], [-0.59485, -0.29376, -4.49275], [-3.25919, 0.54769, -3.19760], [0.10040, -2.85303, -2.05362], [-0.10287, -3.92238, -3.55565], [0.49203, -3.94146, -0.59080], [1.60824, -1.73043, -2.13835], [2.85883, -1.97633, -2.68744], [3.88962, -1.06606, -2.51649], [3.65962, 0.08546, -1.77257], [2.40704, 0.28747, -1.23735], [1.41266, -0.60284, -1.43188], [-2.75399, -2.35934, 1.91499], [-1.23262, -1.56715, 1.50303], [-1.39002, -3.32147, 1.35082], [-4.87205, -1.65559, 0.18499], [-4.63177, -1.07475, -1.46257], [-3.97778, -0.16944, -0.08801], [-3.85113, -4.29567, -0.53132], [-2.23928, -4.63341, -1.13962], [-3.45402, -3.89254, -2.19977], [-2.47963, -3.16438, -4.37704], [-3.23017, -1.84242, -5.26473], [-3.95000, -2.38653, -3.75499], [-0.00595, -1.12379, -4.89174], [0.08823, 0.37845, -3.96448], [-0.99047, 0.26147, -5.34943], [-4.21026, 0.22342, -3.63239], [-2.93848, 1.43874, -3.73990], [-3.45820, 0.82761, -2.16525], [-1.01529, -4.52053, -3.48068], [0.73164, -4.63189, -3.57117], [-0.11476, -3.38946, -4.50654], [-0.25254, -4.72355, -0.42855], [0.61883, -3.39039, 0.34236], [1.43931, -4.44603, -0.81141], [3.01905, -2.88739, -3.25145], [4.86349, -1.25110, -2.95100], [4.43437, 0.82024, -1.60128], [2.18395, 1.16413, -0.63795], [0.20190, 0.41355, 1.72819], [1.35827, 0.80305, 2.63588], [2.50014, -0.56773, 2.80592], [2.47917, -1.57877, 1.84782], [3.37851, -2.63090, 1.92777], [4.30445, -2.67444, 2.96308], [4.32110, -1.67554, 3.92823], [3.41690, -0.62561, 3.85474], [0.80581, 1.25577, 4.27254], [0.84687, 2.57529, 4.71953], [0.37296, 2.88949, 5.98625], [-0.13847, 1.89076, 6.80273], [-0.18113, 0.57187, 6.36027], [0.29162, 0.25198, 5.09891], [2.22972, 2.20303, 1.92174], [1.53779, 3.03356, 1.03783], [2.17897, 4.11680, 0.45194], [3.51077, 4.37709, 0.75126], [4.20125, 3.55670, 1.63607], [3.56504, 2.46994, 2.22019], [1.74401, -1.54819, 1.05139], [3.35290, -3.42458, 1.19064], [5.00595, -3.49648, 3.02677], [5.03013, -1.72124, 4.74479], [3.41259, 0.13453, 4.62890], [1.25265, 3.35644, 4.08757], [0.40977, 3.91245, 6.33703], [-0.49899, 2.13657, 7.79346], [-0.57406, -0.20417, 7.00396], [0.27120, -0.77844, 4.75898], [0.49415, 2.83486, 0.81234], [1.63607, 4.76279, -0.22755], [4.01140, 5.22407, 0.29905], [5.23757, 3.76300, 1.87124], [4.11570, 1.83178, 2.90071], [-2.59418, 1.02832, 1.79601], [-2.59716, 1.76098, 0.69075], [-1.67648, 1.65799, -0.26941], [-1.86083, 2.63979, -1.26209], [-1.00574, 2.88022, -2.32942], [-1.33538, 3.87876, -3.23008], [-2.49539, 4.63385, -3.06722], [-3.33487, 4.42000, -1.98624], [-2.99355, 3.42219, -1.08583], [-3.81503, 2.95597, 0.38699], [-1.71784, 0.56272, 2.03917], [-3.26798, 1.21358, 2.52015], [-0.10159, 2.29360, -2.45351], [-0.68350, 4.07804, -4.07103], [-2.73770, 5.40813, -3.78392], [-4.22245, 5.02355, -1.84586]],
  "lowdin_charge": [1.1503, -0.1651, 0.4153, -0.1592, -0.1418, -0.4244, 0.4270, -0.1572, -0.1654, -0.1527, 0.4982, -0.1491, -0.1533, -0.2771, -0.0180, -0.0047, -0.0076, -0.0990, -0.0945, 0.0511, -0.0082, 0.0331, 0.0564, 0.0370, -0.0014, 0.0596, 0.0234, 0.0289, 0.0182, 0.0593, 0.0390, 0.0294, 0.0151, 0.0510, 0.0543, 0.0388, 0.0061, 0.0435, 0.0550, 0.0379, 0.0402, 0.0175, 0.0534, 0.1243, 0.1288, 0.1260, 0.0955, -0.4417, 0.8209, -0.2808, -0.0832, -0.0619, -0.0505, -0.0485, -0.0748, -0.2886, -0.0603, -0.0557, -0.0512, -0.0582, -0.0771, -0.3033, -0.1067, -0.0622, -0.0527, -0.0507, -0.0564, 0.0645, 0.1050, 0.1167, 0.1179, 0.1180, 0.1080, 0.1154, 0.1168, 0.1146, 0.1164, 0.0863, 0.1119, 0.1164, 0.1169, 0.1068, 0.1537, -0.6884, -0.0625, -0.3558, -0.0547, -0.0599, -0.0549, -0.0541, -0.4561, 1.1640, 0.0683, 0.1268, 0.0902, 0.1174, 0.1194, 0.1233]
}